Entry from OMol25: C17H22Cl3N2O6PS2SnTe as an isolated structure at a distorted geometry (ωB97M-V with the def2-TZVPD basis set).

Positions of all 55 atoms, in Å:
Sn: 1.5858 -0.2247 -0.2186
C: -0.1268 -3.5986 -1.0910
C: -0.4386 -2.9925 0.2817
C: -1.9212 -2.7514 0.4847
O: 0.3127 -1.8351 0.5148
H: -0.5761 -4.5890 -1.1754
H: 0.9511 -3.6814 -1.2170
H: -0.5214 -2.9446 -1.8738
H: -0.0915 -3.7280 1.0214
H: -2.3178 -2.1428 -0.3344
H: -2.0817 -2.2144 1.4214
H: -2.4636 -3.6981 0.5196
S: -0.9809 3.9360 0.3752
C: 0.1195 2.7443 0.3019
N: 0.9248 1.8833 0.2746
S: 2.3338 0.0142 4.7054
C: 2.6018 -0.1378 3.0186
N: 1.5535 -0.0032 2.2722
C: 0.4072 0.2440 3.0356
C: -0.8848 0.4462 2.5432
C: -1.8981 0.6987 3.4387
C: -1.6477 0.7425 4.8190
C: -0.3789 0.5423 5.3164
C: 0.6490 0.2898 4.4054
H: 3.5898 -0.3237 2.6173
H: -1.0588 0.4073 1.4764
H: -2.9023 0.8762 3.0749
H: -2.4624 0.9420 5.5029
H: -0.1791 0.5895 6.3793
Cl: 5.5996 -3.7760 -0.4379
C: 4.2437 -2.7015 -0.1666
Cl: 3.3508 -2.4937 -1.7137
Cl: 3.1438 -3.4160 1.0573
C: 4.7020 -1.3011 0.3975
O: 5.8411 -1.2229 0.7761
O: 3.7746 -0.4011 0.4251
C: 0.6819 4.0280 -3.6349
C: -0.6757 3.4810 -3.2737
O: -0.5673 2.2322 -2.5387
P: -0.2480 0.8129 -3.0928
O: 1.1111 0.2923 -2.7891
Te: -0.7242 0.7424 -5.4725
O: -1.2848 -0.1035 -2.3170
C: -2.7084 0.1803 -2.3128
C: -3.1073 0.9186 -1.0566
H: 0.5654 4.9825 -4.1502
H: 1.2196 3.3386 -4.2890
H: 1.2747 4.1806 -2.7318
H: -1.2911 3.3330 -4.1622
H: -1.2055 4.1518 -2.6058
H: -3.2048 -0.7849 -2.3775
H: -2.9727 0.7480 -3.2091
H: -2.8565 0.3149 -0.1803
H: -4.1829 1.1043 -1.0606
H: -2.5766 1.8682 -0.9732

Properties
Electronic energy ... -4222.6415 a.u.
2S+1 ... 1
HOMO-LUMO gap (alpha / beta) ... 6.074 / 5.177 eV